Entry from OMol25: an isolated ion of composition CH3N2O2 and charge +1 in a non-equilibrium geometry (ωB97M-V/def2-TZVPD).

SMILES: O=[NH+]/C=[NH+]\[O-]
ΔE to the lowest compared entry with this formula, charge and spin in kJ/mol: 354.3
HOMO-LUMO gap (spin up / spin down) in eV: 8.757 / 8.709
Strongest force on any atom in eV/A: 3.41

Geometry as ORCA input:
```
! wB97M-V def2-TZVPD RIJCOSX def2/J DEFGRID3
* xyz 1 1
O -2.03 1.53 -0.01
N -0.87 1.28 0.00
C -0.34 0.04 0.01
N -0.92 -1.19 0.00
O -2.06 -1.59 0.00
H -0.06 1.95 0.08
H 0.79 -0.12 -0.05
H -0.28 -1.99 -0.14
*
```


Entry from OMol25: an isolated ion of composition C3H9N2OS and charge +1 in a non-equilibrium geometry (ωB97M-V/def2-TZVPD).

SMILES: C=[N+](C)[S@](C)(=N)=O
ΔE to the lowest compared entry with this formula, charge and spin in kJ/mol: 554.5
HOMO-LUMO gap in eV: 9.900
Strongest force on any atom in eV/A: 2.88

Geometry as ORCA input:
```
! wB97M-V def2-TZVPD RIJCOSX def2/J DEFGRID3
* xyz 1 1
C -1.09 -0.59 -1.23
N -0.80 -0.63 0.01
C -1.43 -0.32 1.27
S 1.16 -0.40 0.22
C 0.93 1.76 -0.16
N 1.78 -1.05 -1.01
O 1.27 -0.74 1.62
H -0.32 -0.69 -2.04
H -2.10 -0.73 -1.73
H -1.66 0.74 1.37
H -0.61 -0.67 1.99
H -2.34 -0.85 1.53
H 1.09 2.52 0.67
H 1.82 1.84 -0.83
H -0.02 1.81 -0.65
H 2.35 -1.98 -1.03
*
```


Entry from OMol25: C44H37CsF9N5O2PS as an isolated structure in a non-equilibrium geometry (ωB97M-V/def2-TZVPD).

ΔE to the lowest compared entry with this formula, charge and spin in kJ/mol: 0.0
HOMO-LUMO gap in eV: 5.259
Strongest force on any atom in eV/A: 2.85

Geometry as ORCA input:
```
! wB97M-V def2-TZVPD RIJCOSX def2/J DEFGRID3
* xyz -1 1
Cs -1.68 -2.07 -1.70
C 3.80 -2.92 2.38
C 2.70 -3.72 1.73
C 1.49 -3.93 2.38
C 0.49 -4.69 1.80
C 0.69 -5.26 0.55
C 1.88 -5.05 -0.12
C 2.88 -4.28 0.47
H 3.42 -1.98 2.77
H 4.60 -2.71 1.67
H 4.23 -3.47 3.23
H 1.33 -3.49 3.36
H -0.45 -4.84 2.32
H -0.08 -5.88 0.10
H 2.05 -5.47 -1.10
H 3.81 -4.11 -0.06
N -9.34 1.64 0.59
C -8.17 0.90 0.39
C -7.43 0.45 1.47
C -6.29 -0.31 1.27
C -5.89 -0.62 -0.02
C -6.63 -0.19 -1.11
C -7.77 0.56 -0.91
S -4.36 -1.50 -0.24
O -4.30 -1.98 -1.62
O -4.35 -2.54 0.76
N -3.09 -0.56 0.02
C -2.92 0.54 -0.75
N -1.65 0.98 -0.90
C -1.48 2.05 -1.67
C -2.50 2.73 -2.29
C -3.77 2.21 -2.08
N -3.99 1.14 -1.33
H -9.38 2.14 1.46
H -9.62 2.22 -0.19
H -7.75 0.69 2.48
H -5.70 -0.66 2.11
H -6.29 -0.45 -2.10
H -8.35 0.90 -1.75
H -0.45 2.38 -1.78
H -2.33 3.60 -2.91
H -4.65 2.66 -2.52
F 4.25 3.43 6.91
C 4.58 2.17 6.55
F 4.36 1.38 7.61
F 5.91 2.18 6.33
C 3.82 1.72 5.33
C 2.86 0.73 5.41
C 2.20 0.33 4.26
C 2.48 0.91 3.03
C 3.43 1.93 2.97
C 4.10 2.34 4.11
P 1.49 0.32 1.57
C 0.64 1.92 1.27
C -0.62 2.06 1.84
C -1.29 3.27 1.81
C -0.70 4.36 1.18
C 0.55 4.24 0.59
C 1.21 3.02 0.63
C -1.45 5.66 1.15
F -1.52 6.22 2.37
F -2.71 5.51 0.73
F -0.87 6.57 0.34
C 2.74 0.24 0.23
C 2.29 0.20 -1.09
C 3.18 0.02 -2.14
C 4.53 -0.13 -1.88
C 4.99 -0.13 -0.57
C 4.10 0.04 0.47
C 5.51 -0.35 -3.00
F 5.82 -1.65 -3.15
F 5.05 0.09 -4.18
F 6.68 0.29 -2.77
H 2.64 0.27 6.36
H 1.46 -0.46 4.31
H 3.66 2.41 2.03
H 4.83 3.13 4.07
H -1.10 1.19 2.30
H -2.28 3.36 2.24
H 1.00 5.09 0.10
H 2.18 2.93 0.15
H 1.24 0.27 -1.33
H 2.80 -0.04 -3.16
H 6.05 -0.27 -0.37
H 4.47 0.03 1.49
C -2.11 -0.96 -4.83
C -0.76 -1.62 -5.01
C -0.12 -1.88 -6.21
C 1.10 -2.51 -5.87
C 1.11 -2.59 -4.49
C 2.16 -3.22 -3.62
N -0.02 -2.05 -3.95
H -2.55 -0.77 -5.80
H -2.02 -0.01 -4.29
H -2.79 -1.61 -4.27
H -0.49 -1.65 -7.20
H 1.87 -2.86 -6.55
H 3.12 -3.27 -4.14
H 1.89 -4.24 -3.33
H 2.30 -2.65 -2.69
*
```


Entry from OMol25: C37H44IrN4OP2Si2 as an isolated structure (ωB97M-V/def2-TZVPD).

Expectation value of S²: 6.015
HOMO-LUMO gap (spin up / spin down) in eV: 6.298 / 7.041
Strongest force on any atom in eV/A: 0.71

Geometry as ORCA input:
```
! wB97M-V def2-TZVPD RIJCOSX def2/J DEFGRID3
* xyz 1 5
Ir 1.01 -0.35 0.90
C -3.53 1.31 3.04
Si -1.95 0.31 3.16
C -2.46 -1.48 3.24
C -0.94 0.72 4.68
N -0.95 0.63 1.77
P -1.04 1.66 0.56
C 0.46 1.29 -0.28
P 0.82 0.45 -1.76
N 0.99 -1.07 -1.22
Si 2.11 -2.36 -1.64
C 2.94 -2.04 -3.27
C 1.11 -3.91 -1.71
C 3.42 -2.51 -0.29
C 2.35 1.15 -2.41
C 3.44 1.33 -1.55
C 4.65 1.80 -2.04
C 4.78 2.10 -3.40
C 3.70 1.93 -4.25
C 2.49 1.45 -3.77
C -0.37 0.54 -3.11
C -0.74 -0.62 -3.77
C -1.64 -0.55 -4.83
C -2.18 0.67 -5.21
C -1.81 1.83 -4.54
C -0.90 1.77 -3.50
C -2.49 1.36 -0.47
C -2.62 0.09 -1.02
C -3.71 -0.22 -1.83
C -4.69 0.74 -2.06
C -4.58 2.00 -1.49
C -3.48 2.32 -0.70
C -1.01 3.41 0.99
C -1.01 4.36 -0.03
C -0.93 5.71 0.29
C -0.85 6.11 1.62
C -0.83 5.16 2.63
C -0.91 3.81 2.32
H -3.94 1.54 4.02
H -4.28 0.74 2.48
H -3.38 2.26 2.52
H -3.32 -1.57 3.92
H -1.67 -2.12 3.64
H -2.77 -1.85 2.26
H -0.65 -0.20 5.22
H -1.48 1.35 5.39
H -0.02 1.25 4.39
H 2.27 -1.56 -3.99
H 3.28 -2.98 -3.71
H 3.81 -1.39 -3.15
H 0.59 -4.01 -2.67
H 0.35 -3.92 -0.92
H 1.74 -4.80 -1.59
H 3.32 -1.73 0.47
H 4.43 -2.40 -0.71
H 3.37 -3.48 0.22
H 3.35 1.09 -0.50
H 5.49 1.94 -1.37
H 5.72 2.47 -3.78
H 3.80 2.16 -5.31
H 1.66 1.31 -4.44
H -0.35 -1.58 -3.44
H -1.94 -1.46 -5.35
H -2.89 0.72 -6.03
H -2.24 2.78 -4.84
H -0.61 2.68 -2.98
H -1.86 -0.66 -0.83
H -3.80 -1.21 -2.26
H -5.54 0.50 -2.69
H -5.35 2.74 -1.67
H -3.41 3.30 -0.25
H -1.07 4.06 -1.07
H -0.93 6.45 -0.50
H -0.78 7.16 1.86
H -0.74 5.47 3.66
H -0.88 3.07 3.11
N 2.13 -5.65 5.52
C 1.77 -5.60 4.22
O 1.69 -6.56 3.49
C 1.48 -4.22 3.66
C 2.17 -3.09 4.05
C 1.89 -1.89 3.42
N 0.96 -1.78 2.46
C 0.27 -2.88 2.11
C 0.52 -4.12 2.67
H 2.30 -6.56 5.92
H 2.05 -4.86 6.14
H 2.95 -3.12 4.80
H 2.42 -0.98 3.68
H -0.49 -2.74 1.36
H -0.02 -5.00 2.34
*
```


Entry from OMol25: a 2-piece molecular cluster, C9H7BrClN overall in a non-equilibrium geometry (ωB97M-V/def2-TZVPD).

ΔE to the lowest compared entry with this formula, charge and spin in kJ/mol: 263.2
HOMO-LUMO gap (spin up / spin down) in eV: 4.391 / 4.398
Strongest force on any atom in eV/A: 4.08

Geometry as ORCA input:
```
! wB97M-V def2-TZVPD RIJCOSX def2/J DEFGRID3
* xyz 0 1
C 0.20 0.40 -2.40
C 1.57 0.61 -2.78
C -1.32 -0.46 0.79
C -0.91 -1.00 -0.46
C -0.51 0.00 1.71
C -0.29 -0.24 -1.36
C 2.57 0.60 -1.83
C 1.05 0.30 1.58
C 1.53 0.10 0.23
N 2.30 0.53 -0.55
Cl 4.14 1.09 -2.19
Br -3.85 -0.51 -1.64
H -0.59 0.77 -3.14
H 1.91 1.01 -3.79
H -2.39 -0.41 1.21
H -1.10 -2.03 -0.72
H -0.97 0.33 2.72
H 1.19 1.43 1.96
H 1.40 -0.41 2.44
*
```


Entry from OMol25: C45H46Br2ClN4O2PSeV as an isolated structure in a non-equilibrium geometry (ωB97M-V/def2-TZVPD).

Expectation value of S²: 3.810
HOMO-LUMO gap (spin up / spin down) in eV: 5.872 / 7.286
Strongest force on any atom in eV/A: 1.98

Geometry as ORCA input:
```
! wB97M-V def2-TZVPD RIJCOSX def2/J DEFGRID3
* xyz 0 4
V -1.07 -0.81 -0.39
N -1.00 -4.63 0.95
C -1.04 -3.51 0.20
O -0.96 -2.40 0.72
C -1.20 -3.66 -1.29
C -1.45 -2.27 -1.90
H -0.89 -4.55 1.95
H -1.05 -5.55 0.54
H -2.01 -4.36 -1.49
H -0.28 -4.11 -1.68
H -2.48 -2.22 -2.26
H -0.82 -2.14 -2.79
Br -1.04 3.93 -2.14
C 0.17 2.49 -2.46
C 1.23 2.65 -3.34
C 2.09 1.60 -3.59
Br 3.46 1.86 -4.89
C 2.00 0.37 -2.90
C 2.83 -0.76 -3.06
C 2.58 -1.86 -2.26
C 1.55 -1.85 -1.33
N 0.70 -0.82 -1.20
C 0.93 0.26 -1.98
C -0.06 1.27 -1.81
O -1.07 0.96 -1.09
H 1.37 3.58 -3.86
H 3.62 -0.76 -3.79
H 3.20 -2.74 -2.35
H 1.39 -2.69 -0.67
Cl -1.60 0.43 1.87
C -3.24 0.94 1.90
C -3.69 1.86 2.83
C -5.03 2.21 2.85
C -5.91 1.64 1.94
C -5.46 0.73 1.01
C -4.12 0.36 0.99
P -3.41 -0.85 -0.19
C -4.43 -0.44 -1.65
C -3.93 0.61 -2.43
C -4.63 1.03 -3.54
C -5.81 0.41 -3.90
C -6.31 -0.63 -3.13
C -5.63 -1.04 -2.00
C -4.14 -2.37 0.50
C -4.45 -3.47 -0.30
C -4.90 -4.65 0.27
C -5.00 -4.76 1.65
C -4.65 -3.69 2.45
C -4.22 -2.51 1.88
H -3.00 2.30 3.54
H -5.38 2.93 3.57
H -6.95 1.92 1.97
H -6.14 0.29 0.31
H -3.00 1.07 -2.15
H -4.24 1.84 -4.15
H -6.35 0.74 -4.78
H -7.23 -1.11 -3.41
H -6.03 -1.84 -1.39
H -4.35 -3.41 -1.38
H -5.18 -5.48 -0.36
H -5.36 -5.68 2.10
H -4.71 -3.77 3.53
H -3.96 -1.67 2.51
C 1.99 2.03 4.87
C 2.79 2.74 3.78
C 1.91 3.42 2.73
C 1.18 2.43 1.81
N 2.10 1.76 0.94
C 2.52 0.48 1.05
Se 1.79 -0.79 2.10
N 3.57 0.29 0.20
C 4.36 -0.92 0.15
C 5.27 -1.06 1.37
C 6.34 0.01 1.51
C 7.47 -0.13 0.50
C 3.78 1.45 -0.51
C 4.66 1.78 -1.52
C 4.58 3.06 -2.05
C 3.64 3.98 -1.59
C 2.75 3.66 -0.57
C 2.84 2.39 -0.04
H 2.65 1.71 5.67
H 1.50 1.15 4.48
H 1.24 2.70 5.29
H 3.46 2.02 3.30
H 3.42 3.51 4.24
H 2.54 4.07 2.11
H 1.17 4.04 3.22
H 0.43 2.96 1.21
H 0.67 1.68 2.42
H 4.94 -0.91 -0.78
H 3.69 -1.77 0.14
H 5.74 -2.04 1.32
H 4.64 -1.05 2.26
H 6.76 -0.06 2.52
H 5.88 1.00 1.43
H 7.86 -1.15 0.51
H 8.28 0.55 0.73
H 7.13 0.09 -0.51
H 5.37 1.07 -1.92
H 5.24 3.35 -2.85
H 3.58 4.95 -2.05
H 2.02 4.37 -0.23
*
```


Entry from OMol25: C20H44AlBr2O12S5 as an isolated structure in a non-equilibrium geometry (ωB97M-V/def2-TZVPD).

HOMO-LUMO gap in eV: 6.801
Strongest force on any atom in eV/A: 2.32

Geometry as ORCA input:
```
! wB97M-V def2-TZVPD RIJCOSX def2/J DEFGRID3
* xyz -1 1
C 2.10 2.32 3.07
C 2.33 1.67 2.05
Al 2.94 0.77 0.30
C 4.27 2.08 -0.59
C 5.14 2.66 0.63
C 6.54 3.15 0.03
S 6.38 4.43 -1.29
C 4.00 -0.95 0.71
Br 4.09 -1.64 2.57
C 4.68 -1.68 -0.23
C 5.50 -2.98 0.14
Br 4.68 -1.18 -2.13
H 2.19 3.11 3.85
H 1.65 0.52 -0.60
H 5.00 1.55 -1.26
H 3.69 2.89 -1.10
H 5.38 1.85 1.40
H 4.62 3.53 1.13
H 7.03 2.25 -0.45
H 7.24 3.52 0.84
H 5.02 4.69 -1.37
H 4.88 -3.76 0.65
H 6.06 -3.40 -0.75
H 6.31 -2.64 0.86
O -0.73 -3.82 4.16
S -1.59 -3.59 3.03
O -1.88 -4.62 2.08
O -1.08 -2.29 2.25
C 0.29 -2.24 1.82
C 0.51 -3.08 0.58
C -3.12 -2.92 3.61
H 0.96 -2.53 2.62
H 0.50 -1.19 1.58
H 0.39 -4.14 0.80
H 1.52 -2.93 0.19
H -0.21 -2.83 -0.20
H -2.91 -2.10 4.31
H -3.66 -3.71 4.12
H -3.69 -2.56 2.76
O 2.24 5.03 -2.48
S 1.41 5.26 -3.62
O 1.16 4.23 -4.59
O 1.93 6.58 -4.38
C 3.30 6.64 -4.78
C 3.56 5.80 -6.02
C -0.14 5.91 -3.07
H 3.95 6.34 -3.96
H 3.52 7.69 -5.00
H 3.44 4.74 -5.81
H 4.58 5.96 -6.38
H 2.86 6.06 -6.81
H 0.04 6.72 -2.37
H -0.69 5.10 -2.58
H -0.70 6.27 -3.94
O -3.62 4.73 -2.92
S -3.93 3.33 -3.05
O -2.95 2.32 -2.81
O -4.61 3.08 -4.48
C -3.91 3.51 -5.65
C -2.77 2.57 -6.01
C -5.35 2.97 -2.06
H -3.55 4.53 -5.53
H -4.63 3.52 -6.47
H -1.98 2.60 -5.25
H -2.33 2.84 -6.97
H -3.12 1.54 -6.06
H -6.12 3.72 -2.27
H -5.05 3.02 -1.02
H -5.70 1.97 -2.30
O -4.27 -8.37 7.68
S -5.13 -8.13 6.56
O -5.42 -9.16 5.60
O -4.63 -6.83 5.77
C -3.26 -6.78 5.33
C -3.05 -7.63 4.09
C -6.66 -7.46 7.14
H -2.58 -7.07 6.13
H -3.04 -5.74 5.09
H -3.17 -8.69 4.31
H -2.04 -7.48 3.69
H -3.77 -7.37 3.32
H -6.45 -6.65 7.83
H -7.20 -8.26 7.65
H -7.23 -7.10 6.28
*
```


Entry from OMol25: a 3-piece molecular cluster, C3H6O2S overall in a non-equilibrium geometry (ωB97M-V/def2-TZVPD).

ΔE to the lowest compared entry with this formula, charge and spin in kJ/mol: 702.6
HOMO-LUMO gap in eV: 6.525
Strongest force on any atom in eV/A: 3.54

Geometry as ORCA input:
```
! wB97M-V def2-TZVPD RIJCOSX def2/J DEFGRID3
* xyz 0 1
O -1.95 1.40 2.55
C -1.61 1.45 1.42
O -1.61 2.54 0.55
C -1.19 0.18 0.70
C -0.03 0.18 0.07
S 1.78 -1.13 -1.82
H -2.54 2.20 0.57
H -1.70 -0.71 1.04
H 4.27 -3.06 -2.31
H 0.24 -0.61 -0.64
H 0.48 1.11 -0.16
H 3.86 -3.56 -1.95
*
```


Entry from OMol25: one molecule with the formula C18H26ClN3O2 in a non-equilibrium geometry (ωB97M-V/def2-TZVPD).

SMILES: CCN(CC)C(=O)[C@@H]1Oc2cc(C)c(Cl)cc2N=C1N(CC)CC
ΔE to the lowest compared entry with this formula, charge and spin in kJ/mol: 205.5
HOMO-LUMO gap in eV: 8.317
Strongest force on any atom in eV/A: 3.50

Geometry as ORCA input:
```
! wB97M-V def2-TZVPD RIJCOSX def2/J DEFGRID3
* xyz 0 1
C -2.38 -3.87 0.47
C -0.87 -3.78 0.33
N -0.42 -2.38 0.23
C -0.01 -1.72 1.49
C 1.40 -2.11 1.89
C -0.33 -1.71 -1.03
O -0.80 -2.35 -1.95
C 0.13 -0.28 -1.36
O 1.60 -0.27 -1.16
C 2.05 0.61 -0.26
C 3.39 0.55 0.04
C 4.01 1.34 1.03
C 5.49 1.30 1.30
C 3.22 2.28 1.67
Cl 3.84 3.31 2.97
C 1.86 2.40 1.34
C 1.25 1.50 0.47
N -0.10 1.58 0.28
C -0.71 0.78 -0.59
N -2.07 1.10 -0.83
C -2.91 0.34 -1.78
C -2.65 0.71 -3.23
C -2.74 2.17 -0.03
C -2.44 3.51 -0.67
H -2.78 -3.40 1.36
H -2.88 -3.38 -0.39
H -2.71 -4.90 0.48
H -0.54 -4.30 -0.58
H -0.36 -4.25 1.16
H -0.73 -2.00 2.27
H -0.09 -0.62 1.50
H 1.54 -3.20 1.89
H 2.09 -1.68 1.17
H 1.67 -1.73 2.88
H -0.03 -0.11 -2.41
H 4.02 -0.17 -0.47
H 5.94 2.27 1.28
H 5.72 0.88 2.29
H 5.97 0.66 0.57
H 1.28 3.19 1.80
H -3.96 0.55 -1.55
H -2.79 -0.78 -1.61
H -1.57 0.61 -3.48
H -3.28 0.06 -3.86
H -2.97 1.72 -3.45
H -2.42 2.09 1.02
H -3.82 1.97 0.02
H -2.68 3.44 -1.77
H -1.39 3.76 -0.57
H -3.04 4.30 -0.20
*
```